(1)
ORCA calculation (ωB97M-V/def2-TZVPD) on an isolated ion of composition C9H16IN2O2 and charge +1.

Structure (XYZ):
```
30
Properties=species:S:1:pos:R:3
C 2.844 1.334 1.071
C 3.160 0.816 -0.485
O 4.639 0.595 -0.576
C 2.354 -0.644 -0.612
O 0.922 -0.328 -0.733
C 0.072 -1.279 -0.002
N 0.377 -2.505 0.829
C -0.819 -3.274 1.420
N -1.997 -2.453 0.920
C -1.563 -1.236 0.096
C -2.689 -0.207 -0.502
C -2.157 1.314 -0.802
C -3.490 2.317 -0.918
I -0.945 2.178 0.845
H 3.689 0.969 1.830
H 2.747 2.500 1.017
H 1.831 0.855 1.468
H 2.823 1.595 -1.291
H 5.056 1.411 -1.010
H 2.749 -1.211 -1.563
H 2.647 -1.244 0.349
H 1.339 -2.873 1.040
H -0.813 -4.267 2.071
H -3.011 -2.663 1.100
H -3.267 -0.658 -1.442
H -3.526 -0.104 0.343
H -1.621 1.344 -1.843
H -3.188 3.321 -1.453
H -4.426 1.785 -1.376
H -3.735 2.613 0.207
```

Properties
lowest unoccupied orbital energy = -0.1510 Ha
net charge = +1
SMILES string = C[C@@H](O)COc1[nH]c[nH+]c1C[C@@H](C)I

(2)
ORCA calculation (ωB97M-V/def2-TZVPD) on C9H16N2 as an isolated structure.

Structure (XYZ):
```
27
Properties=species:S:1:pos:R:3
C 0.293 1.627 -0.673
C -1.952 -0.110 -1.709
C -2.362 0.268 -0.307
C -1.149 -0.541 -0.544
C -0.989 -1.974 -0.141
C 1.536 -0.390 -1.340
C 0.089 0.643 2.009
C 2.380 0.627 1.305
C 0.654 0.290 -0.319
N -0.080 2.689 -0.896
N 1.042 0.106 1.055
H -2.517 -0.871 -2.231
H -1.591 0.679 -2.351
H -2.268 1.307 -0.031
H -3.212 -0.227 0.144
H -1.963 -2.450 -0.042
H -0.466 -2.053 0.810
H -0.418 -2.520 -0.892
H 1.858 -1.357 -0.963
H 2.415 0.217 -1.557
H 0.988 -0.527 -2.270
H -0.082 1.722 1.895
H -0.862 0.128 1.898
H 0.470 0.457 3.012
H 3.104 0.097 0.690
H 2.454 1.705 1.098
H 2.628 0.459 2.350
```

Properties
lowest unoccupied orbital energy = 0.0307 Ha

(3)
ORCA calculation (ωB97M-V/def2-TZVPD) on one molecule with the formula C9H16N2.

Structure (XYZ):
```
27
Properties=species:S:1:pos:R:3
C 1.344 -0.590 2.469
C 0.517 0.045 1.366
C 1.351 0.922 0.281
C 0.403 0.903 -0.999
C -0.437 2.191 -1.189
C 1.125 0.425 -2.390
C -0.500 -0.238 -0.621
N -1.698 -0.622 -1.112
C -2.374 -1.514 -0.126
C -1.155 -1.941 0.827
N -0.159 -0.882 0.552
H 1.776 -1.484 2.107
H 0.616 -0.881 3.310
H 2.089 0.023 2.816
H -0.382 0.622 1.729
H 2.322 0.443 0.102
H 1.497 1.884 0.608
H 0.069 3.094 -0.797
H -1.282 2.255 -0.529
H -0.811 2.429 -2.207
H 1.398 1.451 -2.766
H 2.062 -0.089 -2.313
H 0.505 -0.064 -3.209
H -3.280 -1.005 0.375
H -2.788 -2.406 -0.709
H -0.721 -2.920 0.517
H -1.484 -2.049 1.908
```

Properties
lowest unoccupied orbital energy = 0.0332 Ha
SMILES string = C[C@H]1CC(C)(C)C2=NCCN21

(4)
ORCA calculation (ωB97M-V/def2-TZVPD) on a 2-piece molecular cluster, C9H16N2O overall.

Structure (XYZ):
```
28
Properties=species:S:1:pos:R:3
C 0.940 -3.370 2.262
C 1.384 -2.431 3.106
C 1.922 -1.082 2.661
C 1.015 0.046 3.143
C -0.104 0.534 2.312
N 1.122 1.377 2.488
H 0.554 -4.330 2.572
H 0.976 -3.196 1.186
H 1.336 -2.609 4.183
H 1.965 -1.078 1.557
H 2.943 -0.937 3.022
H 0.844 0.086 4.229
H -0.271 0.098 1.311
H -1.008 0.874 2.826
H 1.683 1.284 1.630
C -2.029 0.996 -4.589
C -1.211 1.294 -3.581
N -1.151 0.635 -2.371
C -2.034 -0.499 -2.137
C -0.187 0.992 -1.480
O 0.643 1.872 -1.641
H -1.969 1.585 -5.484
H -2.793 0.220 -4.500
H -0.461 2.090 -3.615
H -3.078 -0.168 -2.176
H -1.855 -1.273 -2.884
H -1.814 -0.918 -1.153
H -0.164 0.336 -0.576
```

Properties
lowest unoccupied orbital energy = 0.0232 Ha
SMILES string = C=CC[C@@H]1CN1.C=CN(C)C=O

(5)
ORCA calculation (ωB97M-V/def2-TZVPD) on a 2-piece molecular cluster, C9H16N2O2 overall.

Structure (XYZ):
```
29
Properties=species:S:1:pos:R:3
O 0.003 -4.369 -0.444
C -0.385 -4.116 0.642
C -0.037 -2.892 1.120
C -0.695 -2.522 2.225
N -1.144 -3.471 3.174
C -1.520 -4.734 2.821
O -1.809 -5.600 3.608
N -1.250 -4.980 1.448
H 0.442 -2.079 0.498
H -0.608 -1.596 2.937
H -1.382 -3.187 4.010
H -1.364 -5.845 1.086
C -0.798 3.030 -0.508
C 0.539 2.620 -1.396
C 0.493 3.435 -2.619
C 0.722 1.058 -1.755
C 1.797 2.945 -0.579
H -0.968 4.183 -0.688
H -1.719 2.519 -0.931
H -0.536 2.728 0.522
H 1.642 3.704 -2.959
H -0.110 3.141 -3.725
H 0.001 4.390 -1.927
H 1.983 0.801 -1.671
H 0.163 0.919 -2.884
H 0.063 0.491 -0.801
H 1.872 2.758 0.366
H 2.622 2.577 -1.157
H 1.983 4.093 -0.414
```

Properties
lowest unoccupied orbital energy = 0.0064 Ha
SMILES string = O=c1cc[nH]c(=O)[nH]1.CC(C)(C)C

(6)
ORCA calculation (ωB97M-V/def2-TZVPD) on a 2-piece molecular cluster, C9H16N3 overall.

Structure (XYZ):
```
28
Properties=species:S:1:pos:R:3
C 0.585 1.378 3.586
C -1.223 0.410 2.030
N -0.224 1.241 2.307
N -1.465 -0.668 2.916
N -1.789 0.507 0.769
H 0.143 1.788 1.643
H -1.865 -0.436 3.807
H -1.903 -1.460 2.531
H -2.109 1.368 0.292
H -1.903 -0.461 0.273
H -0.077 1.531 4.465
H 1.451 1.914 3.333
H 0.817 0.431 3.948
C 1.721 1.082 -3.216
C 0.581 -1.203 -0.398
C -0.331 -1.954 -1.078
C 1.217 -0.201 -1.137
C 0.850 0.138 -2.537
C -0.596 -1.725 -2.556
C -0.062 -0.631 -3.239
H 0.861 -1.303 0.630
H -0.918 -2.692 -0.602
H 1.891 0.174 -0.451
H -1.159 -2.432 -2.977
H 1.207 1.534 -4.045
H 2.610 0.332 -3.517
H -0.348 -0.416 -4.300
H 2.034 1.754 -2.476
```

Properties
lowest unoccupied orbital energy = -0.1309 Ha
net charge = +1